Entry from OMol25: a cluster of 16 separate species, C68H177N9O32 in total at a distorted geometry (ωB97M-V/def2-TZVPD).

For the max |F|, the calculation gives 4.0 eV Å⁻¹. The highest occupied orbital energy comes out at -8.47 eV. Its net charge is 0. As for the frontier orbital gap: 0.3191 hartree.

Geometry as XYZ:
```
286
Properties=species:S:1:pos:R:3:lowdin_charge:R:1
C -5.002 0.433 4.226 -0.241
C -3.517 0.762 4.103 -0.211
O -2.751 -0.346 4.632 -0.090
O -5.434 0.356 5.585 -0.061
H -5.306 -0.479 3.629 0.112
H -5.551 1.261 3.706 0.126
H -3.334 1.597 4.763 0.095
H -3.244 0.961 3.065 0.117
H -1.811 -0.160 4.585 0.045
H -4.683 0.028 6.096 0.078
C -1.459 -5.438 -0.699 -0.212
C -1.752 -6.667 0.207 -0.263
O -2.814 -6.313 1.028 -0.044
O -2.511 -5.108 -1.623 -0.091
H -0.562 -5.594 -1.256 0.099
H -1.256 -4.687 0.084 0.108
H -0.845 -6.966 0.695 0.105
H -1.997 -7.489 -0.486 0.124
H -3.212 -7.160 1.246 0.095
H -3.215 -4.723 -1.079 0.044
C -5.004 -3.343 0.861 -0.214
C -4.110 -3.163 2.073 -0.182
O -3.663 -1.775 1.996 -0.122
O -4.145 -3.313 -0.266 -0.108
H -5.748 -2.512 0.830 0.103
H -5.617 -4.299 0.880 0.141
H -3.272 -3.844 1.952 0.096
H -4.574 -3.243 3.024 0.111
H -3.185 -1.689 2.845 0.060
H -4.666 -3.045 -1.066 0.065
C -1.506 -0.998 -7.721 -0.260
C -1.612 0.119 -8.701 -0.236
O -2.602 1.149 -8.446 -0.076
O -1.013 -0.525 -6.475 -0.066
H -0.862 -1.775 -8.162 0.109
H -2.453 -1.490 -7.567 0.111
H -1.872 -0.374 -9.685 0.137
H -0.679 0.630 -8.773 0.105
H -2.645 1.157 -7.472 0.077
H -1.438 -1.016 -5.754 0.045
C 5.357 1.836 3.376 -0.244
C 4.786 1.961 4.777 -0.201
O 3.430 2.484 4.752 -0.092
O 6.761 1.610 3.323 -0.051
H 5.117 2.713 2.813 0.104
H 4.904 1.034 2.847 0.077
H 5.411 2.632 5.392 0.130
H 4.823 0.939 5.172 0.078
H 3.035 1.965 5.482 0.032
H 7.125 2.455 3.556 0.075
C -2.714 2.685 -1.595 -0.263
C -3.880 2.309 -0.642 -0.192
O -4.051 3.215 0.487 -0.086
O -1.460 2.355 -1.130 -0.072
H -2.839 3.736 -1.730 0.100
H -2.894 2.231 -2.605 0.122
H -3.746 1.259 -0.289 0.107
H -4.881 2.357 -1.109 0.105
H -3.403 3.905 0.392 0.023
H -1.383 1.393 -1.070 0.025
C 2.736 -1.714 -0.696 -0.246
C 3.611 -1.186 -1.771 -0.249
O 4.146 -2.220 -2.552 -0.064
O 1.604 -2.347 -1.238 -0.062
H 2.401 -1.007 0.035 0.099
H 3.331 -2.441 -0.167 0.092
H 4.407 -0.629 -1.275 0.113
H 3.056 -0.467 -2.394 0.112
H 3.729 -2.228 -3.434 0.022
H 1.170 -2.788 -0.460 0.093
C 7.566 -2.848 3.872 -0.097
O 7.357 -2.942 2.455 -0.186
C 6.579 -1.891 1.907 -0.207
C 5.179 -1.796 2.495 -0.262
N 4.390 -2.923 2.210 -0.053
C 2.967 -2.783 2.592 -0.198
C 2.233 -4.028 2.144 -0.132
O 0.873 -3.597 1.708 -0.245
C 0.011 -3.336 2.767 -0.132
H 7.895 -1.860 4.112 0.072
H 8.351 -3.622 4.133 0.110
H 6.669 -3.064 4.461 0.067
H 6.569 -2.054 0.805 0.133
H 7.074 -0.860 1.981 0.134
H 4.803 -0.891 2.007 0.104
H 5.202 -1.656 3.569 0.093
H 4.413 -3.092 1.208 0.094
H 2.511 -1.936 2.078 0.099
H 2.900 -2.594 3.719 0.130
H 2.091 -4.850 2.865 0.128
H 2.738 -4.441 1.254 0.127
H 0.450 -2.554 3.443 0.094
H -0.221 -4.212 3.381 0.091
H -0.963 -2.994 2.337 0.082
C 2.036 -6.689 -4.261 -0.109
O 2.379 -5.380 -4.730 -0.197
C 2.105 -4.372 -3.746 -0.211
C 1.752 -3.084 -4.392 -0.210
N 2.896 -2.378 -5.014 -0.061
C 2.482 -1.066 -5.542 -0.190
C 3.604 -0.419 -6.304 -0.216
O 3.907 -1.100 -7.526 -0.176
C 5.219 -0.836 -7.909 -0.137
H 0.991 -6.757 -3.864 0.088
H 2.714 -6.992 -3.445 0.088
H 2.142 -7.333 -5.151 0.090
H 2.953 -4.315 -3.012 0.140
H 1.197 -4.603 -3.160 0.103
H 1.483 -2.348 -3.658 0.078
H 0.932 -3.147 -5.185 0.136
H 3.279 -2.902 -5.799 0.127
H 2.060 -0.397 -4.740 0.127
H 1.613 -1.174 -6.191 0.105
H 4.489 -0.570 -5.622 0.131
H 3.529 0.646 -6.380 0.115
H 5.387 0.243 -8.168 0.102
H 5.396 -1.431 -8.805 0.090
H 5.949 -1.066 -7.164 0.073
C -2.629 -4.566 -6.854 -0.166
O -1.387 -4.228 -7.348 -0.238
C -0.386 -5.321 -7.226 -0.161
C 0.793 -4.901 -8.049 -0.196
N 0.428 -4.695 -9.475 -0.045
C 1.453 -4.022 -10.248 -0.238
C 0.870 -3.606 -11.545 -0.235
O -0.060 -4.519 -12.123 -0.186
C 0.503 -5.751 -12.379 -0.160
H -3.257 -3.648 -6.851 0.091
H -2.624 -5.021 -5.855 0.075
H -3.107 -5.330 -7.549 0.109
H -0.941 -6.154 -7.727 0.132
H -0.114 -5.609 -6.193 0.116
H 1.537 -5.678 -7.927 0.120
H 1.190 -3.989 -7.621 0.104
H -0.464 -4.187 -9.520 0.118
H 2.313 -4.727 -10.466 0.140
H 1.763 -3.107 -9.751 0.114
H 1.665 -3.403 -12.276 0.124
H 0.217 -2.719 -11.436 0.130
H 0.529 -6.363 -11.483 0.077
H 1.451 -5.740 -12.967 0.101
H -0.183 -6.302 -13.023 0.083
C 2.539 6.564 0.783 -0.067
O 3.493 6.476 -0.340 -0.191
C 4.621 5.664 -0.036 -0.229
C 4.353 4.161 -0.013 -0.204
N 3.709 3.842 -1.283 -0.060
C 3.050 2.564 -1.298 -0.214
C 2.278 2.577 -2.614 -0.241
O 1.429 3.699 -2.588 -0.204
C 0.576 3.777 -3.747 -0.068
H 3.034 7.135 1.628 0.097
H 2.156 5.600 1.171 0.073
H 1.682 7.139 0.407 0.077
H 5.150 5.993 0.839 0.106
H 5.343 5.878 -0.818 0.121
H 3.764 3.868 0.840 0.087
H 5.301 3.629 -0.013 0.118
H 3.041 4.546 -1.593 0.103
H 2.372 2.294 -0.391 0.137
H 3.818 1.756 -1.310 0.110
H 1.764 1.649 -2.835 0.102
H 3.046 2.755 -3.382 0.126
H 1.173 3.695 -4.661 0.091
H 0.088 4.745 -3.762 0.084
H -0.221 3.074 -3.713 0.063
C 2.628 5.835 4.448 -0.126
O 1.788 6.808 3.918 -0.207
C 1.664 7.842 4.863 -0.217
C 1.215 7.368 6.261 -0.222
N 0.082 6.441 6.187 -0.047
C -0.740 6.361 7.363 -0.206
C -0.353 5.192 8.293 -0.226
O -1.168 5.292 9.446 -0.162
C -0.966 4.135 10.232 -0.126
H 3.558 6.423 4.706 0.111
H 2.768 5.086 3.708 0.068
H 2.359 5.387 5.392 0.066
H 0.820 8.430 4.510 0.123
H 2.609 8.423 5.006 0.135
H 1.001 8.318 6.773 0.117
H 2.017 6.980 6.864 0.101
H -0.543 6.679 5.405 0.096
H -1.839 6.243 7.032 0.140
H -0.816 7.298 7.958 0.125
H 0.686 5.354 8.492 0.115
H -0.509 4.243 7.794 0.091
H 0.081 3.847 10.452 0.091
H -1.365 3.207 9.783 0.084
H -1.408 4.284 11.183 0.072
C -0.840 5.609 -0.089 -0.077
O -1.797 5.042 0.771 -0.215
C -1.334 4.625 2.041 -0.222
C -1.501 5.659 3.131 -0.214
N -2.844 6.151 3.387 -0.034
C -3.875 5.044 3.514 -0.157
C -4.052 4.370 4.868 -0.198
O -4.619 5.336 5.786 -0.187
C -4.668 4.863 7.083 -0.159
H -1.358 5.654 -1.057 0.098
H 0.064 5.008 -0.124 0.082
H -0.645 6.624 0.258 0.083
H -0.292 4.315 1.975 0.113
H -1.869 3.703 2.305 0.097
H -0.818 6.521 3.008 0.121
H -1.274 5.162 4.091 0.091
H -3.143 6.731 2.609 0.101
H -3.716 4.240 2.759 0.092
H -4.844 5.535 3.309 0.131
H -3.096 3.979 5.328 0.106
H -4.697 3.452 4.826 0.121
H -5.490 4.087 7.186 0.103
H -4.970 5.738 7.698 0.101
H -3.832 4.373 7.536 0.060
C 5.842 -0.942 6.766 -0.105
O 4.558 -0.645 7.222 -0.172
C 3.552 -1.134 6.372 -0.257
C 2.202 -0.642 6.784 -0.176
N 2.182 0.858 6.888 -0.034
C 0.933 1.544 7.391 -0.158
C -0.374 1.017 6.795 -0.167
O -0.473 1.329 5.384 -0.225
C -0.341 2.694 5.021 -0.082
H 5.941 -0.619 5.739 0.060
H 6.049 -2.038 6.784 0.104
H 6.584 -0.472 7.337 0.079
H 3.533 -2.238 6.429 0.134
H 3.705 -0.910 5.296 0.107
H 1.860 -1.159 7.711 0.132
H 1.479 -0.966 6.045 0.106
H 2.896 1.075 7.576 0.109
H 1.064 2.625 7.151 0.104
H 0.847 1.588 8.453 0.101
H -1.230 1.432 7.286 0.109
H -0.586 -0.039 6.871 0.116
H -0.972 3.354 5.562 0.055
H -0.622 2.690 3.985 0.071
H 0.692 2.994 5.195 0.083
C -7.304 -0.322 0.879 -0.066
O -7.019 -0.962 -0.386 -0.200
C -5.869 -0.480 -1.018 -0.274
C -5.580 -0.904 -2.435 -0.189
N -5.647 -2.355 -2.588 -0.048
C -5.045 -2.816 -3.847 -0.190
C -5.188 -4.319 -3.913 -0.222
O -6.541 -4.648 -3.847 -0.182
C -7.260 -4.629 -5.061 -0.073
H -7.604 0.748 0.665 0.110
H -6.369 -0.313 1.476 0.069
H -8.033 -0.909 1.427 0.088
H -4.961 -0.734 -0.448 0.108
H -5.965 0.589 -1.141 0.093
H -4.599 -0.508 -2.725 0.122
H -6.350 -0.378 -3.040 0.131
H -6.624 -2.688 -2.516 0.141
H -3.961 -2.574 -3.915 0.108
H -5.440 -2.297 -4.745 0.124
H -4.510 -4.763 -3.272 0.090
H -4.767 -4.503 -4.890 0.098
H -7.278 -3.618 -5.422 0.082
H -8.224 -5.006 -4.781 0.089
H -6.767 -5.330 -5.713 0.088
C -1.352 -3.226 -3.901 -0.101
O -1.718 -1.894 -4.157 -0.202
C -1.177 -1.053 -3.166 -0.196
C -1.510 -1.398 -1.728 -0.171
N -0.953 -0.378 -0.841 -0.054
C -1.123 -0.651 0.576 -0.154
C -0.635 0.514 1.478 -0.161
O 0.776 0.519 1.308 -0.215
C 1.549 1.152 2.293 -0.109
H -2.139 -3.819 -3.402 0.081
H -0.436 -3.370 -3.347 0.064
H -1.193 -3.663 -4.885 0.071
H -1.664 -0.079 -3.418 0.135
H -0.069 -0.867 -3.281 0.129
H -1.204 -2.426 -1.409 0.120
H -2.590 -1.414 -1.519 0.116
H 0.024 -0.358 -0.967 0.084
H -0.419 -1.479 0.824 0.108
H -2.093 -1.018 0.825 0.083
H -0.887 0.297 2.533 0.106
H -1.026 1.546 1.210 0.130
H 1.483 2.274 2.285 0.096
H 2.559 0.785 2.087 0.075
H 1.297 0.867 3.300 0.066
```